Entry a
This record from OMol25 describes an isolated molecule of C25H26N6O3. The level of theory is the ωB97M-V functional and the def2-TZVPD basis.

Cartesian coordinates (Å):
C: 6.9453 -0.3805 0.1261
C: 6.0270 -0.3383 -1.0799
O: 4.7209 0.0330 -0.6367
C: 3.7754 0.1086 -1.5778
O: 3.9948 -0.1129 -2.7473
C: 2.4680 0.4735 -0.9938
C: 2.2054 0.1816 0.3490
N: 1.0642 0.4543 0.9379
C: 0.1434 1.0460 0.1872
N: -1.0614 1.3648 0.7353
C: -1.5141 1.0108 1.9680
N: -0.8880 0.4121 2.9183
C: -1.8200 0.2933 3.9258
C: -1.7412 -0.2795 5.1858
C: -2.8795 -0.2447 5.9694
C: -4.0620 0.3405 5.5228
C: -4.1590 0.9191 4.2677
C: -3.0235 0.8819 3.4870
O: -2.8098 1.3526 2.2229
N: 0.2898 1.4058 -1.0883
C: 1.4296 1.1178 -1.6984
C: 1.5043 1.4915 -3.1588
N: 0.6959 0.6472 -4.0191
C: -0.7462 0.8550 -3.9218
C: -1.4883 -0.4787 -3.8005
N: -0.9245 -1.2557 -2.7252
C: -1.4919 -1.3555 -1.4783
C: -0.9101 -2.1706 -0.4948
C: -1.4888 -2.3212 0.7485
C: -2.6814 -1.6913 1.0588
C: -3.2706 -0.8837 0.1021
C: -2.6843 -0.7020 -1.1352
C: 0.4644 -1.6107 -2.9488
C: 1.0799 -0.7457 -4.0659
H: 6.9771 0.5939 0.6059
H: 7.9475 -0.6557 -0.1887
H: 6.5854 -1.1102 0.8464
H: 6.3700 0.3943 -1.8194
H: 5.9677 -1.3147 -1.5743
H: 2.9500 -0.3038 0.9646
H: -1.7446 1.7655 0.1062
H: -0.8251 -0.7326 5.5259
H: -2.8558 -0.6836 6.9557
H: -4.9262 0.3425 6.1695
H: -5.0720 1.3716 3.9158
H: 1.1457 2.5171 -3.2774
H: 2.5344 1.4279 -3.5096
H: -0.9760 1.4596 -3.0398
H: -1.0837 1.3933 -4.8182
H: -1.3920 -1.0523 -4.7289
H: -2.5499 -0.3081 -3.6378
H: -0.0031 -2.7139 -0.7078
H: -1.0058 -2.9497 1.4817
H: -3.1407 -1.8269 2.0267
H: -4.1981 -0.3733 0.3232
H: -3.1738 -0.0408 -1.8335
H: 0.5514 -2.6722 -3.2250
H: 1.0328 -1.4557 -2.0275
H: 2.1666 -0.8048 -4.0023
H: 0.7817 -1.1363 -5.0441

Results
SMILES: CCOC(=O)c1cnc(Nc2nc3ccccc3o2)nc1CN1CCN(c2ccccc2)CC1
Frontier orbital gap (eV): 7.7651
Highest occupied orbital energy (Ha): -0.272
Lowest unoccupied orbital energy (eV): 0.366



Entry b
This record from OMol25 describes an isolated molecule of C25H26N6O3. The level of theory is the ωB97M-V functional and the def2-TZVPD basis.

Cartesian coordinates (Å):
C: -3.3365 3.2967 -1.6944
O: -3.5813 2.4782 -0.5626
C: -2.5029 2.0823 0.1697
C: -2.5071 0.7751 0.6339
C: -1.4477 0.2431 1.3434
C: -0.3372 1.0355 1.5848
N: 0.8521 0.5495 2.1574
C: 1.2066 -0.7463 2.3346
O: 0.4287 -1.6765 2.2949
C: 2.7001 -0.9983 2.6101
C: 3.6675 0.0815 2.1185
C: 3.5167 0.3002 0.5957
N: 2.7814 -0.7995 0.0073
C: 1.5624 -0.6735 -0.5746
C: 0.6537 -1.7148 -0.7243
C: -0.5605 -1.5218 -1.3961
C: -1.5512 -2.5970 -1.5187
C: -1.2087 -3.9451 -1.4434
C: -2.1825 -4.9200 -1.5572
C: -3.5079 -4.5657 -1.7460
C: -3.8561 -3.2272 -1.8342
C: -2.8863 -2.2503 -1.7257
N: -0.8993 -0.3604 -1.9366
C: -0.0540 0.6314 -1.7996
N: -0.1620 1.8745 -2.2461
C: 0.9598 2.4617 -1.8376
N: 1.7929 1.7010 -1.1567
N: 1.1683 0.5075 -1.1196
C: 3.3195 -2.0736 0.4297
C: 3.0647 -2.3265 1.9296
C: -0.3460 2.3745 1.1976
C: -1.4179 2.9175 0.5081
O: -1.4909 4.2308 0.1398
C: -0.4239 5.0851 0.4610
H: -4.2049 3.1674 -2.3400
H: -3.2411 4.3483 -1.4146
H: -2.4340 2.9716 -2.2184
H: -3.3639 0.1635 0.4028
H: -1.4662 -0.7836 1.6638
H: 1.5654 1.2540 2.2709
H: 2.7993 -1.1148 3.6949
H: 3.5366 1.0215 2.6578
H: 4.6784 -0.2654 2.3440
H: 3.0073 1.2330 0.3612
H: 4.5076 0.3417 0.1276
H: 0.8468 -2.6594 -0.2516
H: -0.1780 -4.2420 -1.3188
H: -1.9056 -5.9629 -1.5007
H: -4.2653 -5.3314 -1.8300
H: -4.8877 -2.9470 -1.9889
H: -3.1349 -1.2036 -1.7985
H: 1.1872 3.4875 -2.0514
H: 2.9129 -2.8749 -0.1849
H: 4.3975 -2.0267 0.2401
H: 2.2334 -3.0176 2.0708
H: 3.9533 -2.7589 2.3895
H: 0.5148 2.9855 1.4279
H: -0.7022 6.0609 0.0653
H: 0.5115 4.7607 -0.0064
H: -0.2830 5.1633 1.5448

Results
SMILES: COc1ccc(NC(=O)C2CCN(c3cc(-c4ccccc4)nc4ncnn34)CC2)cc1OC
Frontier orbital gap (eV): 7.9900
Highest occupied orbital energy (Ha): -0.280
Lowest unoccupied orbital energy (eV): 0.367



Quick one: least stable of them? entry b



Entry a
This record from OMol25 describes a structure of composition C15H16Cl2F5IrN4O3SSe. The level of theory is the ωB97M-V functional and the def2-TZVPD basis.

Cartesian coordinates (Å):
Ir: -0.1234 -0.0786 0.6314
C: 4.9996 -0.7114 1.3097
C: 3.9489 -0.0454 2.1133
N: 4.0978 0.4846 3.2825
N: 2.8409 0.9272 3.6159
C: 1.9110 0.6576 2.6858
S: 0.2594 0.9352 2.6635
N: 2.6422 0.0659 1.6951
N: 2.0614 -0.4488 0.5319
H: 5.9347 -0.6849 1.8622
H: 5.1365 -0.2114 0.3498
H: 4.7223 -1.7481 1.1142
H: 2.6739 1.3378 4.5159
H: 2.5123 -0.0803 -0.3000
H: 2.0788 -1.4696 0.5729
Cl: -2.9223 -2.3604 -0.6138
C: -2.3319 -1.5221 -2.0590
Cl: -2.9463 0.1358 -2.1576
C: -0.7893 -1.5722 -2.1489
O: -0.3374 -2.1526 -3.1277
O: -0.0938 -1.0265 -1.2328
H: -2.7241 -2.0556 -2.9148
C: -0.9247 3.9082 -0.9638
C: -0.2469 3.0218 0.0870
C: 0.9910 3.7592 0.5976
C: 0.0598 1.6567 -0.5149
H: -1.1831 4.8892 -0.5534
H: -1.8357 3.4381 -1.3368
H: -0.2571 4.0655 -1.8169
H: -0.9592 2.8661 0.9023
H: 1.6851 3.9361 -0.2321
H: 1.5182 3.1965 1.3617
H: 0.7269 4.7335 1.0166
H: 0.9854 1.6442 -1.0859
H: -0.7100 1.3259 -1.1954
O: -1.9610 0.1832 0.8635
F: -0.4130 -6.6483 -2.2041
C: -0.2748 -5.7209 -1.2478
C: 0.8652 -4.9450 -1.1838
F: 1.8494 -5.1305 -2.0715
C: 0.9837 -3.9951 -0.1863
F: 2.1480 -3.3032 -0.1777
C: 0.0088 -3.7580 0.7718
Se: 0.1345 -2.4278 2.1449
C: -1.1173 -4.5693 0.6742
F: -2.1339 -4.4217 1.5309
C: -1.2691 -5.5297 -0.3080
F: -2.3831 -6.2730 -0.3674

Results
Spin multiplicity: 2
Charge: -1
Frontier orbital gap (spin up / spin down) (eV): 6.5341 / 6.3257
Highest occupied orbital energy (spin up / spin down) (Ha): -0.158 / -0.151
Lowest unoccupied orbital energy (spin up / spin down) (eV): 2.230 / 2.229



Entry b
This record from OMol25 describes a structure of composition C15H16Cl2F5IrN4O3SSe. The level of theory is the ωB97M-V functional and the def2-TZVPD basis.

Cartesian coordinates (Å):
Ir: 0.2646 -1.0713 -1.8164
C: 2.0782 3.5585 -0.5101
C: 0.9322 3.1739 -1.3638
N: 0.1029 3.9631 -1.9707
N: -0.7913 3.1117 -2.5791
C: -0.5322 1.8190 -2.3490
S: -1.3279 0.4108 -2.8349
N: 0.5800 1.8616 -1.5938
N: 1.1581 0.6904 -1.0851
H: 2.1303 4.6420 -0.4502
H: 3.0129 3.1748 -0.9230
H: 1.9543 3.1384 0.4893
H: -1.5654 3.4765 -3.1026
H: 2.0966 0.5503 -1.4667
H: 1.2170 0.7749 -0.0329
Cl: 0.4996 -5.1819 -4.5474
C: -1.0637 -4.5481 -4.0005
Cl: -1.7502 -5.5674 -2.7136
C: -0.9444 -3.0956 -3.5260
O: -1.6182 -2.2670 -4.1238
O: -0.1543 -2.9412 -2.5325
H: -1.7456 -4.5891 -4.8396
C: -3.5646 -0.9993 0.6411
C: -2.9757 -1.3225 -0.7367
C: -3.6911 -2.5198 -1.3590
C: -1.4949 -1.5738 -0.5882
H: -4.6354 -0.7895 0.5611
H: -3.0715 -0.1355 1.0895
H: -3.4341 -1.8447 1.3218
H: -3.1356 -0.4561 -1.3783
H: -3.5499 -3.4118 -0.7409
H: -3.2983 -2.7268 -2.3517
H: -4.7656 -2.3351 -1.4439
H: -1.2057 -2.5167 -0.1367
H: -0.9746 -0.6908 -0.1848
O: 1.9423 -1.5422 -2.1458
F: 4.2676 2.5195 6.7143
C: 3.5486 2.0194 5.6973
C: 3.1678 2.8264 4.6431
F: 3.5240 4.1215 4.6377
C: 2.4264 2.2952 3.6047
F: 2.0970 3.1462 2.6123
C: 2.0282 0.9617 3.5523
Se: 1.0000 0.2367 2.1406
C: 2.4347 0.1819 4.6345
F: 2.1111 -1.1141 4.6946
C: 3.1757 0.6888 5.6869
F: 3.5405 -0.1031 6.7065

Results
Spin multiplicity: 2
Charge: -1
Frontier orbital gap (spin up / spin down) (eV): 6.7390 / 6.5684
Highest occupied orbital energy (spin up / spin down) (Ha): -0.171 / -0.171
Lowest unoccupied orbital energy (spin up / spin down) (eV): 2.093 / 1.926



Quick one: least stable of them? entry b



Entry a
This record from OMol25 describes an isolated molecule of C4H3NOS. The level of theory is the ωB97M-V functional and the def2-TZVPD basis.

Cartesian coordinates (Å):
C: 1.8427 -0.5679 0.2301
C: 1.1856 0.4963 -0.2656
N: -0.1296 0.9015 -0.1457
C: -1.1633 0.2316 -0.1535
S: -1.7460 -1.4670 -0.0877
C: -2.4451 0.2568 0.1326
O: -3.5074 0.7828 0.2397
H: 2.8737 -0.6558 0.2432
H: 1.2359 -1.3539 0.5206
H: 1.8534 1.3757 -0.7137

Results
SMILES: C=C/N=c1\sc1=O
Frontier orbital gap (eV): 8.1408
Highest occupied orbital energy (Ha): -0.349
Lowest unoccupied orbital energy (eV): -1.361



Entry b
This record from OMol25 describes an isolated molecule of C4H3NOS. The level of theory is the ωB97M-V functional and the def2-TZVPD basis.

Cartesian coordinates (Å):
C: 0.7071 -1.1071 -0.9212
C: 0.9445 0.2046 -1.5582
C: -0.5397 -0.0218 0.4775
C: 0.1559 1.0031 -0.6003
N: -0.0106 -1.1985 0.2167
O: -1.4850 -0.6070 2.8351
S: -1.1737 0.5471 1.9465
H: 1.2424 -2.0506 -1.3167
H: 0.8066 1.7432 0.0984
H: -0.6476 1.4871 -1.1780

Results
Frontier orbital gap (spin up / spin down) (eV): 6.5360 / 6.6146
Highest occupied orbital energy (spin up / spin down) (Ha): -0.346 / -0.349
Lowest unoccupied orbital energy (spin up / spin down) (eV): -2.889 / -2.886



Quick one: least stable of them? entry b



Entry a
This record from OMol25 describes an isolated molecule of C3H4N2OS2. The level of theory is the ωB97M-V functional and the def2-TZVPD basis.

Cartesian coordinates (Å):
N: -1.0334 1.9352 0.2437
C: -0.3719 0.7389 -0.2122
N: 1.0210 0.8081 -0.2677
C: 1.4344 -0.3649 -0.1656
S: 3.1521 -0.6900 0.1059
O: 0.5464 -1.4357 -0.1647
C: -0.7139 -0.5929 -0.1618
S: -2.4091 -1.4090 -0.0532
H: -0.6127 2.6741 -0.3104
H: -2.1613 2.0221 -0.0244
H: 2.9618 -1.9205 -0.3882
H: -1.8132 -1.7653 1.3986

Results
SMILES: Nc1nc(S)oc1S
Frontier orbital gap (eV): 8.6558
Highest occupied orbital energy (Ha): -0.311
Lowest unoccupied orbital energy (eV): 0.198



Entry b
This record from OMol25 describes a structure of composition C3H4N2OS2. The level of theory is the ωB97M-V functional and the def2-TZVPD basis.

Cartesian coordinates (Å):
C: 0.8127 0.1641 -2.6745
C: -0.5110 -1.2360 0.8799
C: -0.0602 1.0944 1.8307
H: 0.5566 1.0673 -3.6380
H: 0.9479 -0.9421 -3.4002
H: -1.5385 -0.1525 2.3227
H: -0.7473 1.9681 2.0296
N: 0.4144 0.4692 -1.2913
N: -0.8721 -0.0737 1.5670
O: -0.9074 -2.3370 1.0880
S: 0.3909 -1.1421 -0.6513
S: 1.5143 1.1203 1.9374

Results
Frontier orbital gap (eV): 8.2696
Highest occupied orbital energy (Ha): -0.325
Lowest unoccupied orbital energy (eV): -0.585



Quick one: least stable of them? entry b